DFT (ωB97M-V/def2-TZVPD) results for a molecular structure, C35H16F5GaN10O7.

```
74
Properties=species:S:1:pos:R:3:lowdin_charge:R:1
Ga -1.034 0.841 -3.371 0.34
C 0.077 -2.335 3.739 -0.04
O 0.058 -3.702 3.303 -0.03
C 0.671 -4.014 2.174 -0.26
C 1.423 -3.106 1.411 0.02
C 1.965 -3.518 0.219 0.01
C 1.786 -4.836 -0.232 -0.28
C 1.127 -5.768 0.587 -0.01
C 0.555 -5.354 1.759 0.02
N 2.247 -5.278 -1.461 0.12
N 2.526 -4.536 -2.405 0.12
C 2.029 -3.339 -2.798 -0.21
C 2.936 -2.437 -3.405 0.02
C 2.570 -1.180 -3.800 0.03
C 1.227 -0.749 -3.672 -0.28
O 0.819 0.394 -4.024 0.04
C 0.269 -1.695 -3.112 -0.11
N -0.987 -1.234 -3.025 0.11
C -1.956 -2.024 -2.615 -0.05
C -1.708 -3.355 -2.274 0.01
C -0.423 -3.833 -2.321 0.04
C 0.627 -2.983 -2.719 -0.06
H -0.542 -2.306 4.629 0.10
H -0.344 -1.678 2.978 0.04
H 1.092 -2.023 3.984 0.09
H 1.589 -2.092 1.750 0.10
H 2.551 -2.826 -0.367 0.12
H 1.042 -6.795 0.252 0.12
H -0.003 -6.037 2.386 0.13
H 3.966 -2.757 -3.496 0.13
H 3.293 -0.492 -4.218 0.13
H -2.950 -1.597 -2.563 0.13
H -2.524 -3.992 -1.965 0.12
H -0.234 -4.861 -2.059 0.12
O -3.103 1.993 -6.768 0.11
C -2.559 1.513 -5.843 -0.43
N -2.017 1.001 -4.913 0.13
F -1.738 0.911 3.267 0.11
C -2.147 2.052 2.705 -0.16
C -2.180 3.176 3.481 -0.15
F -1.795 3.064 4.748 0.13
C -2.575 4.439 2.984 -0.04
C -3.002 4.422 1.635 -0.14
C -2.962 3.295 0.865 -0.15
F -3.385 3.384 -0.400 0.12
C -2.508 2.053 1.346 -0.03
C -2.416 0.880 0.518 -0.15
C -2.587 0.901 -0.855 -0.12
N -2.583 0.842 -2.018 0.20
C -1.939 -0.386 0.966 -0.18
N -1.524 -1.433 1.219 0.18
F -3.459 5.540 1.082 0.13
C -2.477 5.630 3.741 -0.12
C -2.740 6.923 3.208 -0.19
N -2.908 8.000 2.832 0.19
C -2.034 5.668 5.093 -0.19
N -1.679 5.774 6.184 0.19
F 4.153 -0.480 0.282 0.08
C 3.304 0.522 0.582 -0.18
C 2.902 1.371 -0.359 0.04
N 2.081 2.440 -0.084 0.01
C 1.382 3.091 -1.184 0.00
C 0.367 2.178 -1.871 -0.56
O -0.292 2.644 -2.846 0.06
O 0.212 0.994 -1.492 0.03
C 1.644 2.688 1.211 -0.45
O 0.934 3.626 1.498 0.10
N 2.071 1.767 2.149 0.23
C 2.826 0.612 1.949 -0.39
O 3.037 -0.182 2.839 0.10
H 3.242 1.270 -1.381 0.15
H 2.105 3.425 -1.930 0.15
H 0.869 3.966 -0.799 0.14
H 1.740 1.924 3.090 0.17
```

## Properties
HOMO level (alpha / beta): -0.3129 / -0.2842 Ha
Maximum force: 0.76 eV/A
Gap between HOMO and LUMO (alpha / beta): 6.14 / 4.41 eV